(1)
C5H4F2S | wB97M-V/def2-TZVPD

Values from the calculation:
2S+1: 1
energy relative to the best compared isomer or geometry (same formula, charge and spin): 238.2 kJ/mol
SMILES string: C#C/C(F)=C(/F)CS
total charge: 0
highest occupied orbital energy: -9.40 eV
maximum force: 0.087 hartree/bohr
LUMO energy: 0.5 eV
E: -21516.5506 eV

The geometry in XYZ format:
```
12
Properties=species:S:1:pos:R:3:forces:R:3:lowdin_charge:R:1
C -0.879 -0.940 0.231 0.76 -1.40 -0.41 -0.196
F 0.382 -1.333 -1.729 -0.81 1.35 1.49 0.014
H 0.817 1.285 0.404 0.34 -1.21 -1.26 0.104
H -1.076 0.544 3.659 -0.52 -1.11 -2.39 0.086
C -0.979 -0.330 1.517 -0.79 -1.08 -1.84 -0.094
H 0.734 0.761 -2.872 0.00 0.45 0.10 -0.137
C 0.040 -0.502 -0.645 -0.14 -1.86 -0.61 -0.288
C 0.951 0.649 -0.533 0.58 0.65 -0.50 -0.450
F -1.473 -2.201 0.052 0.71 2.17 0.28 0.042
C -1.174 0.092 2.608 0.61 1.90 4.00 0.127
H 1.967 0.180 -0.693 -0.81 0.91 0.72 0.104
S 0.692 1.796 -1.999 0.07 -0.78 0.39 0.690
```
Positions in Å, forces in eV/Å.


(2)
C15H15N3O3S2V | wB97M-V/def2-TZVPD

Values from the calculation:
2S+1: 3
total charge: -1
highest occupied orbital energy (alpha / beta): -3.34 / -3.01 eV
maximum force: 0.020 hartree/bohr
LUMO energy (alpha / beta): 2.7 / 2.7 eV
E: -73771.1953 eV

The geometry in XYZ format:
```
39
Properties=species:S:1:pos:R:3:forces:R:3:lowdin_charge:R:1
O -2.349 1.843 0.287 -0.29 -0.18 -0.94 -0.262
C 3.226 -0.151 0.406 -0.24 0.01 0.20 -0.326
S 0.067 -0.265 -1.907 0.25 0.21 0.52 0.600
C 1.589 -0.237 -1.100 -0.60 0.08 -0.11 -1.081
N -0.592 0.047 1.728 -0.12 -0.55 -0.10 -0.030
H -2.413 2.888 -4.080 -0.07 -0.04 -0.02 0.095
C 5.200 -0.088 1.770 0.06 -0.01 -0.08 -0.113
C 5.424 -0.247 -0.630 -0.03 -0.01 -0.07 -0.110
C -4.311 0.563 -2.529 -0.28 -0.33 0.36 -0.129
N -2.627 1.483 -1.048 -0.54 0.66 0.54 -0.359
C -3.780 1.237 -3.597 0.31 0.38 0.14 -0.135
C 6.002 -0.174 0.627 -0.05 0.01 0.09 -0.121
H 6.044 -0.313 -1.515 -0.01 0.00 0.00 0.099
H 3.192 -0.011 2.546 0.00 0.00 -0.01 0.104
O -3.482 -1.925 1.384 -0.03 -0.02 0.15 0.016
H -0.236 -0.932 3.591 0.01 -0.02 0.02 0.104
H 7.080 -0.183 0.724 0.00 0.00 0.00 0.090
H -4.166 1.124 -4.598 -0.01 -0.02 0.00 0.075
V -1.762 -0.005 -0.123 0.24 0.16 -0.53 0.708
C -2.257 2.388 -2.077 -0.11 -0.48 0.49 -0.100
C -1.290 -2.279 2.257 0.03 -0.10 0.05 -0.113
H 5.664 -0.032 2.746 0.00 0.00 0.00 0.091
O -1.767 -2.049 -0.059 -0.26 -0.36 0.50 -0.184
H -1.499 3.095 -1.782 -0.02 0.05 -0.03 0.112
C -2.297 -2.129 1.118 0.21 0.06 -0.29 -0.699
C -3.831 0.692 -1.226 0.91 0.31 -0.14 -0.115
N 1.859 -0.151 0.179 0.23 -0.09 -0.21 -0.008
H -5.175 -0.082 -2.652 0.03 0.01 -0.07 0.102
C -2.778 2.227 -3.301 -0.01 0.00 -0.45 -0.116
C 4.038 -0.235 -0.734 0.10 0.01 0.07 -0.497
H -0.582 1.007 2.050 -0.02 0.03 0.02 0.095
H -1.913 -0.483 3.246 -0.01 -0.04 0.04 0.117
H 0.336 -0.166 1.341 0.10 0.05 0.16 0.044
C 3.821 -0.076 1.666 0.01 0.00 0.00 -0.035
H -1.714 -2.896 3.050 0.04 0.03 0.04 0.112
C -0.998 -0.884 2.807 -0.01 0.24 -0.09 -0.226
H -4.366 0.442 -0.323 -0.06 0.04 0.01 0.099
S 3.015 -0.308 -2.127 0.23 -0.06 -0.26 0.982
H -0.372 -2.734 1.884 -0.01 -0.02 -0.02 0.114
```
Positions in Å, forces in eV/Å.


(3)
C5H2Cl3NOS | wB97M-V/def2-TZVPD

Values from the calculation:
2S+1: 1
energy relative to the best compared isomer or geometry (same formula, charge and spin): 0.0 kJ/mol
SMILES string: O=c1ccsn1C(Cl)=C(Cl)Cl
total charge: 0
highest occupied orbital energy: -8.69 eV
maximum force: 0.083 hartree/bohr
LUMO energy: 0.3 eV
E: -57155.4463 eV

The geometry in XYZ format:
```
13
Properties=species:S:1:pos:R:3:forces:R:3:lowdin_charge:R:1
Cl 2.238 1.333 2.958 1.36 0.73 1.30 0.710
Cl 0.083 -0.916 3.061 -0.03 0.27 -0.26 0.720
S -1.547 0.919 0.015 -1.06 1.06 -0.70 0.968
C 0.071 -0.929 -0.717 0.25 -0.94 3.45 -0.624
N -0.440 -0.243 0.430 2.88 -0.13 2.00 -0.365
H -0.618 -1.282 -2.675 -0.12 -0.01 -0.29 0.122
O 0.983 -1.695 -0.607 1.48 -0.73 -0.16 0.079
Cl 2.091 1.538 0.075 -0.56 -0.14 0.41 0.700
C 0.499 -0.026 1.671 -1.87 0.46 -3.77 -0.788
C -0.777 -0.715 -1.777 -2.26 1.96 -3.05 -0.113
C -1.636 0.342 -1.638 -0.57 -0.22 0.16 -0.317
H -2.434 0.790 -2.350 1.70 -0.97 1.39 0.116
C 1.488 0.883 1.553 -1.20 -1.34 -0.48 -1.208
```
Positions in Å, forces in eV/Å.


(4)
C12H20OS | wB97M-V/def2-TZVPD

Values from the calculation:
2S+1: 1
energy relative to the best compared isomer or geometry (same formula, charge and spin): 526.9 kJ/mol
total charge: 0
highest occupied orbital energy (alpha / beta): -7.86 / -7.93 eV
maximum force: 0.120 hartree/bohr
LUMO energy (alpha / beta): -0.8 / -0.6 eV
E: -25645.1066 eV

The geometry in XYZ format:
```
34
Properties=species:S:1:pos:R:3:forces:R:3:lowdin_charge:R:1
H -1.880 2.648 1.661 -0.68 -0.23 0.19 0.100
C 0.827 0.230 -0.905 -2.69 3.36 4.39 -0.008
H -2.865 -0.556 1.693 -0.17 0.24 0.38 0.072
C 1.835 2.418 -0.545 1.02 -1.64 -1.10 -0.245
H -0.613 2.398 2.770 0.32 0.08 -0.50 0.064
H -1.526 -0.896 -1.362 -0.74 -0.01 -0.40 0.033
H 2.251 1.174 -2.125 1.39 -0.42 -2.11 0.076
H 0.045 -1.168 2.145 0.48 -1.95 -1.07 0.030
C 0.551 -1.111 -1.528 -0.15 -0.24 -0.98 -0.514
H 1.649 -0.650 -3.457 -0.40 0.67 -0.48 0.062
H 1.486 -2.377 -3.149 0.02 0.75 0.53 0.094
H 0.690 -3.242 -0.947 -0.34 0.57 0.15 0.092
H 1.599 -2.121 -0.014 0.22 -0.06 0.91 0.080
H -0.179 -2.281 0.254 -0.62 0.27 0.71 0.046
O 0.701 3.594 1.303 -0.99 1.98 1.77 -0.458
H -0.960 -0.408 -2.981 -0.14 0.54 -0.60 0.077
C 0.620 -2.254 -0.440 1.42 0.01 -2.63 -0.031
C -1.470 1.884 2.316 1.65 0.84 1.04 -0.089
H -1.900 1.690 3.282 -1.60 -0.43 -0.08 0.088
H 2.500 3.213 -0.881 -0.39 -0.04 0.70 0.104
H 2.640 -1.341 -2.237 0.03 -0.23 0.04 0.080
H 0.548 0.062 3.095 1.27 1.02 0.61 0.059
H -0.968 -2.143 -2.540 -0.60 -0.05 -0.24 0.084
S 1.053 2.248 0.919 1.36 0.78 -1.45 0.927
C -0.881 -1.119 -2.193 1.97 -0.74 1.45 -0.021
C -2.167 -0.152 0.972 -1.15 3.14 -1.72 -0.052
C 1.707 1.253 -1.260 -0.82 -0.31 0.59 -0.178
C -0.315 -0.349 2.662 -1.05 1.60 -0.18 -0.025
C -0.970 0.651 1.617 -1.32 -2.70 -0.13 -0.603
H -1.897 -0.962 0.323 0.52 -0.33 0.07 0.018
C 1.641 -1.375 -2.674 -0.55 -1.05 1.47 -0.045
C -0.078 1.088 0.481 2.01 -3.68 -2.73 -0.163
H -2.755 0.634 0.224 1.22 -2.00 1.98 0.150
H -0.919 -0.682 3.518 -0.46 0.26 -0.57 0.095
```
Positions in Å, forces in eV/Å.